Below is an isolated molecule of C3H4O2 in a non-equilibrium geometry, with properties calculated with ωB97M-V with the def2-TZVPD basis set.

Each line ends with the natural charge from an NBO analysis.
CARTESIAN COORDINATES (ANGSTROEM)
O 2.448 0.817 -0.025  -0.5026
O 1.057 -1.077 0.273  -0.4739
C 1.638 -0.005 -0.027  0.8938
C -1.089 0.212 0.355  -0.6767
C 0.025 -0.209 -0.603  -0.1366
H -1.978 0.256 -0.285  0.2260
H -0.809 1.348 0.650  0.2268
H -0.143 -0.784 -1.529  0.2006
H -1.149 -0.558 1.192  0.2426

Total charge: 0
SMILES: C[C@@H]1OC1=O
E (Eh): -267.09223
ΔE to the lowest compared entry with this formula, charge and spin (kJ/mol): 264.0
2S+1: 1